No. 1
171
Properties=species:S:1:pos:R:3 method="wB97M-V/def2-TZVPD" homo_ha=-0.3899 gap_ev=5.5 e_above_lowest_kj_mol=1517.82 mol_weight_g_mol=1103.9 charge=+1 fmax_ev_per_a=7.30 total_energy_ev=-156613.0653
C 4.10 -0.76 1.40
C 2.62 -0.13 1.87
C 1.35 -0.89 1.11
C 0.69 -0.01 -0.11
C -0.24 1.26 0.38
C -0.72 1.21 1.94
C -1.35 2.71 2.33
C -2.81 3.00 1.63
N -3.18 4.50 1.64
C -2.45 5.13 0.44
C -2.30 6.76 0.57
C -1.58 7.49 -0.71
C -1.01 6.47 -1.86
C -0.61 7.41 -3.18
C -1.63 7.21 -4.45
C -3.16 7.74 -4.19
C -4.25 6.50 -3.91
C -4.66 4.70 1.42
S -5.57 3.57 0.47
S -5.67 6.17 2.10
C -6.86 5.53 3.39
C -8.41 6.11 3.23
C -9.23 5.48 1.96
C -9.85 3.99 2.19
P -9.46 3.25 3.95
N -8.12 2.08 3.88
O -10.91 2.40 4.51
N -11.36 4.12 2.13
C -11.92 3.82 0.76
N -13.12 4.45 0.43
N -11.29 2.84 -0.20
C -12.26 1.72 -0.59
P -11.76 0.83 -2.23
O -12.94 -0.19 -2.66
O -11.59 1.98 -3.53
O -10.33 -0.18 -2.05
C -10.22 2.12 0.65
O -9.26 3.11 1.17
H 4.23 -0.50 0.25
H 4.09 -1.92 1.60
H 4.95 -0.23 2.04
H 2.59 1.00 1.57
H 2.49 -0.29 3.04
H 0.56 -1.30 1.87
H 1.83 -1.85 0.59
H 0.15 -0.76 -0.83
H 1.59 0.46 -0.73
H 0.29 2.26 0.06
H -1.24 1.21 -0.28
H 0.17 1.06 2.72
H -1.57 0.40 2.14
H -0.56 3.51 2.00
H -1.49 2.68 3.52
H -3.60 2.36 2.25
H -2.74 2.65 0.50
H -3.04 4.83 -0.55
H -1.37 4.65 0.31
H -3.36 7.26 0.72
H -1.66 7.02 1.53
H -0.75 8.26 -0.34
H -2.41 8.16 -1.23
H -0.08 5.91 -1.41
H -1.82 5.71 -2.25
H 0.49 7.07 -3.49
H -0.58 8.54 -2.86
H -1.61 6.06 -4.74
H -1.20 7.87 -5.35
H -3.54 8.25 -5.20
H -3.22 8.55 -3.34
H -5.18 6.97 -3.36
H -4.52 6.01 -4.94
H -3.78 5.66 -3.23
H -6.84 4.35 3.34
H -6.54 5.82 4.50
H -9.01 6.09 4.26
H -8.27 7.27 2.99
H -10.08 6.26 1.67
H -8.53 5.43 0.99
H -7.69 1.99 2.93
H -7.35 2.41 4.53
H -10.88 1.48 4.06
H -11.69 5.04 2.50
H -13.20 5.46 0.17
H -13.99 3.85 0.55
H -12.37 0.89 0.22
H -13.36 2.13 -0.79
H -12.41 1.85 -4.11
H -10.56 -1.16 -2.06
H -10.69 1.46 1.49
H -9.62 1.45 -0.13
O 7.62 -3.30 6.00
Si 6.82 -2.52 4.73
C 6.30 -3.77 3.43
C 7.96 -1.25 3.93
C 5.28 -1.63 5.32
Si 8.98 -4.25 6.22
C 9.20 -4.75 8.02
C 10.52 -3.30 5.70
C 8.86 -5.82 5.19
H 7.18 -4.22 2.95
H 5.70 -3.29 2.65
H 5.71 -4.57 3.88
H 8.35 -0.56 4.69
H 7.42 -0.68 3.18
H 8.81 -1.74 3.45
H 5.53 -0.86 6.07
H 4.57 -2.33 5.77
H 4.78 -1.13 4.48
H 9.31 -3.87 8.66
H 10.09 -5.37 8.13
H 8.34 -5.33 8.36
H 10.51 -3.10 4.62
H 11.42 -3.88 5.92
H 10.58 -2.35 6.23
H 8.87 -5.58 4.12
H 7.93 -6.35 5.41
H 9.70 -6.48 5.40
O -1.45 -1.81 -5.57
Si -1.79 -0.76 -4.30
C -2.01 -1.72 -2.70
C -3.38 0.19 -4.65
C -0.41 0.49 -4.04
Si -2.18 -3.12 -6.34
C -1.11 -3.78 -7.73
C -3.84 -2.61 -7.06
C -2.46 -4.51 -5.11
H -2.89 -2.36 -2.75
H -2.13 -1.04 -1.85
H -1.14 -2.35 -2.51
H -3.31 0.70 -5.62
H -3.55 0.95 -3.88
H -4.24 -0.48 -4.67
H -0.26 1.10 -4.94
H 0.53 -0.01 -3.80
H -0.66 1.16 -3.21
H -0.94 -3.02 -8.49
H -1.61 -4.63 -8.21
H -0.14 -4.12 -7.36
H -4.54 -2.34 -6.27
H -4.27 -3.43 -7.64
H -3.71 -1.74 -7.73
H -3.19 -4.22 -4.35
H -1.53 -4.78 -4.61
H -2.85 -5.40 -5.62
O 10.04 -5.78 -1.27
Si 10.28 -5.82 0.39
C 11.91 -6.68 0.79
C 8.89 -6.78 1.22
C 10.33 -4.10 1.14
Si 9.90 -6.86 -2.55
C 9.64 -5.98 -4.19
C 8.44 -8.01 -2.26
C 11.47 -7.90 -2.69
H 11.88 -7.73 0.50
H 12.12 -6.62 1.86
H 12.74 -6.19 0.25
H 7.92 -6.36 0.95
H 8.99 -6.74 2.31
H 8.91 -7.83 0.92
H 9.39 -3.57 0.96
H 11.15 -3.51 0.71
H 10.49 -4.16 2.22
H 8.72 -5.39 -4.17
H 9.55 -6.72 -5.00
H 10.48 -5.32 -4.41
H 8.61 -8.65 -1.39
H 8.29 -8.66 -3.13
H 7.53 -7.44 -2.10
H 11.59 -8.54 -1.81
H 12.35 -7.26 -2.78
H 11.42 -8.54 -3.58

No. 2
260
Properties=species:S:1:pos:R:3 method="wB97M-V/def2-TZVPD" homo_ha=-0.3863 gap_ev=10.7 e_above_lowest_kj_mol=159.51 mol_weight_g_mol=1881.0 charge=0 fmax_ev_per_a=2.71 total_energy_ev=-377860.2941
C 4.70 7.20 2.42
C 3.60 6.21 2.55
C 2.53 6.66 3.52
C 1.75 5.51 4.03
C 0.97 5.65 5.31
C 1.72 5.61 6.63
H 5.09 7.47 3.44
H 4.38 8.12 1.93
H 5.57 6.77 1.86
H 3.11 5.98 1.59
H 3.99 5.26 2.96
H 1.91 7.43 2.98
H 3.09 7.09 4.31
H 1.10 5.22 3.27
H 2.39 4.66 4.16
H 0.33 6.55 5.23
H 0.16 4.89 5.40
H 2.39 6.41 6.76
H 1.06 5.72 7.47
H 2.41 4.70 6.68
C 0.19 3.59 -5.93
C -0.51 2.86 -4.83
C -1.59 1.81 -5.12
C -2.66 2.18 -6.10
C -3.82 1.21 -6.46
C -4.72 1.79 -7.51
H -0.64 4.19 -6.35
H 0.72 2.88 -6.60
H 0.90 4.35 -5.53
H 0.17 2.32 -4.18
H -0.96 3.59 -4.19
H -1.94 1.56 -4.11
H -1.00 0.93 -5.59
H -3.02 3.22 -5.95
H -2.11 2.31 -7.05
H -3.33 0.26 -6.78
H -4.45 1.05 -5.49
H -4.21 1.83 -8.48
H -5.64 1.28 -7.64
H -4.86 2.86 -7.29
C -1.48 7.82 -3.80
C -1.80 6.52 -3.15
C -1.89 6.70 -1.61
C -2.32 5.44 -0.92
C -2.22 5.57 0.63
C -0.88 5.66 1.32
H -2.32 8.48 -3.74
H -1.11 7.68 -4.77
H -0.71 8.36 -3.17
H -2.79 6.20 -3.55
H -1.06 5.77 -3.39
H -2.52 7.61 -1.39
H -0.86 6.98 -1.28
H -3.39 5.25 -1.22
H -1.82 4.58 -1.32
H -2.82 6.50 0.95
H -2.72 4.70 1.06
H -1.04 5.76 2.39
H -0.28 4.76 1.12
H -0.32 6.54 1.04
C -1.45 -8.79 -3.09
C -0.58 -9.08 -1.86
C -1.30 -8.66 -0.62
C -0.62 -9.23 0.62
C -1.24 -8.87 1.94
C -2.82 -9.12 1.95
H -2.39 -9.32 -3.12
H -0.80 -9.05 -3.97
H -1.74 -7.74 -3.13
H -0.33 -10.13 -1.86
H 0.43 -8.59 -1.94
H -2.35 -9.07 -0.76
H -1.38 -7.54 -0.65
H -0.55 -10.31 0.49
H 0.42 -8.92 0.64
H -0.77 -9.45 2.79
H -1.12 -7.85 2.21
H -3.10 -10.14 1.78
H -3.13 -8.83 2.98
H -3.40 -8.56 1.21
C 0.53 2.30 2.38
C 0.65 2.10 0.88
C 0.55 0.62 0.48
C 0.65 0.42 -1.00
C 0.28 -0.96 -1.41
C -0.04 -0.98 -2.87
H -0.28 1.69 2.75
H 0.37 3.27 2.77
H 1.51 1.92 2.80
H -0.10 2.66 0.32
H 1.58 2.54 0.58
H -0.39 0.18 0.80
H 1.25 0.09 1.04
H 0.14 1.22 -1.56
H 1.68 0.49 -1.21
H 1.09 -1.69 -1.20
H -0.54 -1.36 -0.81
H 0.56 -0.40 -3.56
H -0.02 -2.01 -3.22
H -1.02 -0.67 -3.08
C -3.67 5.70 4.54
C -4.12 4.46 5.37
C -3.45 3.12 5.05
C -1.90 3.07 5.13
C -1.47 1.63 5.08
C -0.08 1.39 5.67
H -4.17 6.59 4.93
H -3.94 5.62 3.50
H -2.59 5.74 4.62
H -4.01 4.67 6.45
H -5.19 4.31 5.26
H -3.87 2.85 4.10
H -3.86 2.32 5.74
H -1.52 3.76 4.34
H -1.67 3.61 6.13
H -2.17 1.04 5.70
H -1.59 1.21 4.09
H 0.13 0.31 5.63
H 0.76 1.88 5.20
H -0.04 1.62 6.70
C -5.50 -6.25 2.30
C -6.48 -7.11 1.48
C -7.09 -6.34 0.35
C -7.86 -7.17 -0.60
C -9.04 -7.89 -0.04
C -9.72 -8.78 -1.07
H -4.52 -6.24 1.81
H -5.46 -6.60 3.34
H -5.91 -5.24 2.30
H -5.99 -7.95 0.97
H -7.23 -7.47 2.19
H -6.30 -5.77 -0.23
H -7.67 -5.56 0.78
H -8.16 -6.59 -1.46
H -7.23 -7.85 -1.08
H -8.70 -8.55 0.78
H -9.73 -7.13 0.32
H -9.96 -8.03 -1.84
H -9.19 -9.66 -1.48
H -10.65 -9.13 -0.72
C 3.52 0.21 8.30
C 3.94 1.64 8.35
C 4.62 2.12 7.05
C 5.43 3.44 7.15
C 6.51 3.57 6.07
C 7.55 2.50 5.99
H 4.25 -0.57 8.13
H 2.84 0.14 7.47
H 3.03 -0.22 9.19
H 3.10 2.28 8.59
H 4.62 1.71 9.17
H 3.86 2.33 6.32
H 5.30 1.37 6.65
H 4.89 4.38 7.00
H 5.98 3.47 8.06
H 5.89 3.48 5.21
H 6.92 4.55 6.05
H 7.98 2.25 6.98
H 7.33 1.65 5.34
H 8.45 2.94 5.56
C 1.36 -2.85 3.21
C 2.79 -2.10 3.12
C 3.83 -2.53 4.12
C 5.16 -1.90 4.04
C 5.92 -2.36 2.73
C 7.30 -1.74 2.36
H 1.49 -3.80 2.72
H 0.59 -2.18 2.79
H 1.11 -3.14 4.22
H 3.02 -2.34 2.10
H 2.55 -1.01 3.20
H 3.93 -3.61 4.10
H 3.50 -2.25 5.13
H 4.98 -0.80 4.03
H 5.72 -2.04 4.98
H 6.05 -3.43 2.78
H 5.30 -2.15 1.78
H 7.16 -0.69 2.06
H 7.94 -1.91 3.21
H 7.77 -2.31 1.59
C 4.34 -1.20 -2.25
C 4.12 -1.02 -0.72
C 4.45 0.41 -0.28
C 4.17 0.69 1.20
C 4.35 2.15 1.59
C 4.60 2.48 3.07
H 3.77 -0.59 -2.93
H 4.04 -2.19 -2.56
H 5.43 -1.22 -2.41
H 3.09 -1.20 -0.41
H 4.73 -1.71 -0.20
H 3.89 1.13 -0.92
H 5.49 0.74 -0.46
H 3.14 0.24 1.40
H 4.79 -0.01 1.85
H 5.24 2.47 1.02
H 3.46 2.71 1.31
H 3.76 2.10 3.66
H 5.52 2.07 3.47
H 4.70 3.57 3.19
C 3.50 0.35 -7.24
Cl 4.03 -1.37 -7.15
Cl 3.04 0.93 -5.63
H 4.38 0.86 -7.66
H 2.59 0.49 -7.77
C 0.45 -4.07 -5.41
Cl 1.57 -3.00 -6.34
Cl -1.34 -3.67 -5.56
H 0.57 -5.08 -5.83
H 0.72 -4.04 -4.37
C -3.65 -5.33 -3.43
Cl -5.06 -4.65 -4.26
Cl -4.04 -6.33 -2.00
H -3.19 -6.09 -4.04
H -3.02 -4.54 -3.08
C -5.77 -1.11 -2.15
Cl -4.50 -1.09 -3.45
Cl -7.33 -0.99 -2.93
H -5.68 -2.03 -1.57
H -5.74 -0.22 -1.45
C 7.41 2.78 -2.46
Cl 7.59 2.46 -4.26
Cl 8.22 1.56 -1.44
H 7.82 3.81 -2.27
H 6.32 2.75 -2.30
C -3.55 -1.73 3.22
Cl -5.16 -1.19 2.61
Cl -2.17 -0.89 2.41
H -3.42 -1.50 4.21
H -3.44 -2.81 3.06
C -2.44 -3.66 -0.02
Cl -1.19 -3.97 -1.23
Cl -1.67 -4.28 1.53
H -2.55 -2.55 -0.01
H -3.38 -4.19 -0.25
C 0.10 0.79 -9.62
Cl 0.17 0.03 -8.03
Cl 1.33 2.01 -9.78
H 0.29 -0.02 -10.31
H -0.89 1.26 -9.73
C -3.96 -3.41 -9.20
Cl -4.08 -2.69 -7.58
Cl -3.54 -2.18 -10.42
H -3.18 -4.11 -9.02
H -4.88 -3.93 -9.48
C -3.92 2.17 -1.51
Cl -3.89 1.59 0.23
Cl -5.53 2.54 -2.02
H -3.19 2.99 -1.56
H -3.51 1.30 -2.05
C 2.61 3.92 -2.57
Cl 1.46 5.15 -2.21
Cl 4.23 4.21 -1.85
H 2.31 2.98 -2.05
H 2.71 3.73 -3.65
C 2.31 -2.27 -10.43
Cl 2.17 -1.27 -11.91
Cl 1.25 -3.74 -10.52
H 3.32 -2.65 -10.36
H 1.98 -1.54 -9.71

No. 3
25
Properties=species:S:1:pos:R:3 method="wB97M-V/def2-TZVPD" s_squared=8.760 homo_ha="-0.2453 / -0.2379" multiplicity=6 gap_ev="8.0 / 7.3" e_above_lowest_kj_mol=308.67 mol_weight_g_mol=419.0 charge=-1 fmax_ev_per_a=11.15 total_energy_ev=-92760.0183
Fe -0.24 -0.51 0.17
N 0.26 1.23 -0.51
S 1.34 1.95 -1.46
O 2.64 2.13 -0.94
O 0.95 2.70 -2.62
F 1.59 0.56 -2.30
S 0.01 2.86 0.10
O -0.75 3.75 -0.73
O 0.90 3.38 1.12
F -1.19 2.41 1.12
O 1.79 -3.89 0.17
C 1.17 -2.74 0.08
O 0.02 -2.57 0.51
O 1.63 -1.69 -0.40
H 1.13 -4.50 0.52
O -2.83 -1.10 -2.86
C -1.93 -0.97 -1.90
O -2.15 -0.91 -0.67
O -0.78 -0.92 -2.10
H -3.68 -0.77 -2.55
O -0.21 0.01 4.11
C -0.15 -0.03 2.78
O -1.08 -0.17 2.02
O 0.82 -0.17 2.07
H 0.73 -0.05 4.27

No. 4
23
Properties=species:S:1:pos:R:3 method="wB97M-V/def2-TZVPD" homo_ha=-0.4929 gap_ev=10.5 e_above_lowest_kj_mol=177.55 mol_weight_g_mol=119.2 charge=+1 fmax_ev_per_a=3.39 total_energy_ev=-10448.7207
C 0.91 -2.16 0.32
C 0.46 -0.71 0.28
C 1.44 0.29 0.76
C 0.78 1.60 1.28
C -0.43 3.28 -0.02
N 0.04 2.11 0.06
N -0.10 -0.40 -1.15
H 0.12 -2.91 0.31
H 1.43 -2.26 1.28
H 1.73 -2.38 -0.37
H -0.53 -0.67 0.76
H 1.81 -0.08 1.73
H 2.26 0.49 0.06
H 0.05 1.35 2.05
H 1.53 2.36 1.47
H -1.01 3.42 -0.94
H -0.45 4.13 0.66
H -1.04 -0.03 -1.14
H -0.09 -1.29 -1.65
H 0.51 0.32 -1.54
H -3.72 -2.08 -0.83
H -2.84 -2.17 -2.16
O -2.84 -2.24 -1.21

No. 5
14
Properties=species:S:1:pos:R:3 method="wB97M-V/def2-TZVPD" homo_ha=-0.4847 gap_ev=9.4 e_above_lowest_kj_mol=326.88 mol_weight_g_mol=103.1 charge=+1 fmax_ev_per_a=4.22 total_energy_ev=-10289.4230
C -1.57 0.12 -0.43
C 0.04 -1.66 0.16
C 0.89 0.53 -0.48
N -0.51 0.84 -0.08
N 1.10 -1.00 0.05
O -2.73 0.30 0.18
O 1.72 1.28 0.27
H -1.62 -0.31 -1.42
H 1.17 0.42 -1.47
H -0.64 1.19 0.89
H -0.03 -2.54 0.66
H 2.05 -1.18 0.50
H -2.57 0.82 0.99
H 2.71 1.20 0.18